# 1
Below is a molecular structure, C44H59N4O4PSTi in a non-equilibrium geometry, with properties calculated with the ωB97M-V functional and the def2-TZVPD basis.

CARTESIAN COORDINATES (ANGSTROEM)
Ti 0.680 -0.396 0.818
S -1.233 -3.195 1.410
P -0.053 2.538 -0.296
O 1.555 -0.004 3.109
O -1.015 0.615 2.544
O -0.687 -1.896 0.779
O 1.799 -2.748 2.602
N 4.091 2.191 -2.150
N 0.813 1.391 0.376
N 2.825 -0.947 0.766
N 0.925 -1.045 -1.350
C 1.242 -4.983 -2.220
C -1.545 1.148 -4.427
C -1.498 3.156 0.598
C -1.728 -4.293 0.036
C -0.331 -3.600 -3.403
C -0.684 2.231 -4.355
C -6.094 -1.920 -0.644
C 0.420 -4.961 -1.102
C -1.963 0.517 -3.259
C 0.948 4.039 -0.481
C -2.440 0.649 2.634
C -0.783 -4.259 -1.128
C 2.154 -1.148 -2.192
C 2.364 -2.174 3.773
C -3.972 -2.477 1.082
C -4.840 -1.372 -0.881
C 2.483 6.360 -0.637
C -3.589 4.310 2.033
C 1.196 6.338 -1.162
C 3.217 -1.954 -1.451
C -2.280 4.450 2.483
C -6.285 -2.751 0.449
C 1.588 -0.952 4.188
C 2.230 4.074 0.067
C -3.786 -1.646 -0.023
C 4.472 0.117 -0.835
C 2.197 -4.114 2.454
C 3.433 0.956 -1.550
C -2.870 -2.794 2.062
C -0.644 2.067 -1.946
C -5.228 -3.033 1.304
C 3.847 -1.177 -0.299
C -3.850 3.604 0.869
C -2.810 3.031 0.148
C 0.427 5.188 -1.077
C -0.453 1.217 3.704
C -0.236 2.692 -3.122
C 0.864 -4.307 -3.374
C -1.513 0.974 -2.031
C 1.042 1.275 3.526
C 2.730 0.194 -2.657
C -1.241 3.880 1.768
C 2.998 5.233 -0.011
C -1.150 -3.573 -2.282
H 2.097 -0.499 5.043
H 3.284 -4.211 2.512
H 5.265 -0.177 -1.531
H -4.687 -0.726 -1.737
H -4.400 4.769 2.582
H -7.257 -3.187 0.636
H 1.881 -1.688 -3.101
H -2.072 5.022 3.377
H -4.866 3.513 0.508
H 1.739 -4.732 3.228
H -5.388 -3.689 2.151
H 3.415 -1.921 3.585
H 1.527 1.586 4.453
H 3.223 -0.413 1.537
H -2.103 -3.056 -2.315
H 0.548 -1.994 -1.295
H -1.902 0.803 -5.388
H 0.686 -5.545 -0.228
H -6.918 -1.704 -1.310
H -2.736 -4.020 -0.266
H 3.536 3.039 -1.941
H 1.483 -4.364 -4.260
H 2.340 -2.892 4.597
H 4.940 0.685 -0.025
H -2.848 0.210 1.730
H -0.740 0.633 4.585
H -2.806 -1.233 -0.223
H -3.122 -3.681 2.651
H -2.649 -0.318 -3.310
H -0.846 2.230 3.837
H 1.943 0.807 -3.104
H 1.862 -4.449 1.476
H -0.368 2.731 -5.261
H -1.845 0.483 -1.120
H 0.786 7.226 -1.624
H 4.006 -2.227 -2.154
H -2.786 1.682 2.718
H 0.571 -1.220 4.483
H 2.155 -5.565 -2.206
H 2.694 1.316 -0.842
H 3.453 -0.043 -3.447
H 0.421 3.552 -3.086
H -1.748 -5.278 0.510
H 4.657 -1.774 0.128
H 3.072 7.266 -0.692
H -0.640 -3.098 -4.311
H -0.587 5.190 -1.460
H 2.592 3.205 0.609
H 4.193 2.110 -3.163
H -0.219 4.022 2.104
H 2.785 -2.892 -1.090
H -2.783 0.093 3.512
H -3.035 2.514 -0.775
H 2.603 -1.857 1.177
H 0.217 -0.536 -1.875
H -2.669 -1.988 2.770
H 5.024 2.344 -1.764
H 1.300 1.961 2.724
H 3.982 5.269 0.440

Its spin multiplicity is 2. As for the largest force on an atom: 1.3 eV Å⁻¹. The energy relative to the best compared isomer or geometry (same formula, charge and spin) comes out at 13.5 kcal/mol. Its expectation value of S² is 0.7541. The total energy is -3820.3049 hartree. Its total charge is +3. The calculation puts the highest occupied orbital energy (alpha / beta) at -15.18 / -15.75 eV. Its HOMO-LUMO gap (alpha / beta) is 8.579 / 9.154 eV.

# 2
Below is a molecular structure, C44H62BN2O4PPt in a non-equilibrium geometry, with properties calculated with the ωB97M-V functional and the def2-TZVPD basis.

CARTESIAN COORDINATES (ANGSTROEM)
Pt 0.477 -0.189 -0.528
P 0.712 -0.431 1.798
O -2.376 -1.179 0.146
O -2.279 0.190 -1.677
O -2.086 3.478 -0.685
O 3.640 3.306 0.061
N -0.393 5.001 -0.817
N -0.009 2.820 -0.069
C -0.892 3.738 -0.535
C 0.612 -2.266 2.247
C 4.510 0.947 0.961
C 0.935 5.358 -1.179
C -7.376 -1.202 0.347
C 3.275 -1.378 -1.039
C -1.743 0.581 2.513
C 4.097 -3.719 -0.404
C 1.605 -1.605 -4.451
C 4.283 0.853 3.346
C -1.421 6.007 -1.064
C 2.298 2.294 -1.716
C 1.489 -2.621 3.452
C 1.180 -3.019 1.041
C -5.955 0.044 -1.389
C 2.834 -0.089 -0.573
C -7.527 -2.729 0.284
C -3.662 -0.878 -0.262
C 0.151 2.026 3.171
C -4.850 -1.278 0.293
C 5.013 1.212 2.222
C 2.186 0.782 -1.513
C -0.303 0.567 3.062
C 1.316 -3.105 -4.523
C 5.698 -1.829 -0.745
C 3.027 0.290 3.199
C -7.410 -0.744 1.813
C 1.593 0.133 -2.641
C -0.832 -2.749 2.437
C 3.532 2.475 -2.615
C -8.568 -0.572 -0.375
C -4.737 0.439 -1.949
C 3.274 0.335 0.798
C -0.306 -0.034 4.471
C 2.096 4.702 -1.127
C -6.038 -0.798 -0.280
C 2.887 -1.851 -2.279
C 1.991 -1.139 -3.073
C 1.316 3.075 0.479
C 4.286 -2.197 -0.260
C 2.731 -1.216 -5.419
C -3.598 -0.040 -1.359
C 2.436 3.330 -0.536
C 2.490 0.045 1.932
B -1.529 -0.476 -0.721
H -0.304 1.849 -0.150
H 4.432 2.354 -2.010
H 5.949 -0.792 -0.526
H -4.851 -1.940 1.151
H -7.471 -3.076 -0.750
H 2.970 5.265 -1.442
H 3.283 -2.796 -2.631
H 2.226 -3.692 -4.380
H -8.636 -0.915 -1.411
H 3.054 -4.005 -0.532
H -0.648 -1.062 4.509
H 4.485 -4.226 0.480
H 0.960 6.368 -1.571
H 0.591 -3.404 -3.763
H 2.894 -0.136 -5.424
H 2.218 -2.740 0.881
H 1.142 -2.178 4.383
H 1.417 2.589 -2.290
H -8.508 0.518 -0.371
H -0.976 6.994 -0.971
H 0.909 -3.360 -5.502
H 2.455 0.043 4.083
H -2.181 -0.414 2.456
H -4.695 1.109 -2.797
H -6.606 -1.199 2.395
H -9.491 -0.859 0.134
H 1.307 3.944 1.139
H 3.667 -1.697 -5.126
H -0.311 2.450 4.067
H -7.299 0.341 1.876
H -6.859 0.422 -1.844
H -1.450 -2.480 1.583
H -2.363 1.194 3.173
H -1.865 5.898 -2.056
H -6.742 -3.234 0.853
H 4.226 -1.923 0.792
H -2.219 5.899 -0.335
H -0.193 2.604 2.321
H 0.703 -1.062 -4.743
H 6.430 -2.471 -0.250
H 1.630 2.213 1.051
H 3.549 1.761 -3.447
H 4.654 -4.097 -1.266
H -8.493 -3.032 0.698
H 3.533 3.485 -3.023
H 0.613 -2.812 0.133
H 4.675 1.040 4.338
H 2.525 -2.319 3.293
H -0.811 -3.841 2.507
H 2.485 -1.530 -6.435
H -1.001 0.562 5.067
H -1.781 1.020 1.516
H 1.036 0.755 -3.333
H -8.361 -1.023 2.273
H -1.307 -2.378 3.341
H 1.229 2.146 3.262
H 5.779 -1.987 -1.824
H 1.473 -3.707 3.576
H 0.668 0.027 4.956
H 5.072 1.233 0.084
H 5.970 1.707 2.326
H 1.140 -4.095 1.236

As for the largest force on an atom: 1.3 eV Å⁻¹. The energy relative to the best compared isomer or geometry (same formula, charge and spin) comes out at 102.5 kcal/mol. The total energy is -2609.8756 hartree. Its total charge is 0. The calculation puts the highest occupied orbital energy at -6.26 eV. Its HOMO-LUMO gap is 4.930 eV.